No. 1
Here is a molecular structure, C44H35IN5O7S4Tl from the OMol25 dataset. Energies are from wB97M-V/def2-TZVPD.

```
97
Properties=species:S:1:pos:R:3:forces:R:3:mulliken_charge:R:1
Tl 0.282 0.174 -0.497 0.22 -0.38 0.23 1.01
C 1.069 1.778 -3.787 -0.02 0.00 0.01 -1.04
C 2.054 1.528 -2.685 -0.02 0.04 0.06 0.43
N 1.901 2.204 -1.595 0.06 0.04 -0.05 -0.18
N 2.956 2.140 -0.714 -0.01 0.03 -0.02 -0.42
C 2.718 1.933 0.517 0.07 -0.10 0.04 0.02
S 1.214 1.530 1.317 -0.28 0.10 -0.38 0.32
S 4.124 2.010 1.616 0.02 0.01 -0.01 -0.21
C 4.511 0.220 1.715 0.09 -0.03 0.02 -0.14
C 3.799 -0.529 2.805 0.02 0.03 0.01 0.32
C 2.625 -1.227 2.537 0.05 -0.01 -0.03 0.09
C 1.937 -1.864 3.560 -0.03 -0.02 0.00 -0.75
C 2.430 -1.835 4.858 0.00 0.01 0.00 -0.53
C 3.618 -1.168 5.129 0.00 0.02 -0.01 -0.50
C 4.292 -0.514 4.108 -0.03 0.01 0.01 -0.51
C 3.090 0.500 -2.870 -0.06 -0.18 0.11 0.40
C 3.869 0.478 -4.026 0.01 0.03 0.00 -0.47
C 4.834 -0.487 -4.244 0.00 -0.03 0.02 -0.94
C 4.998 -1.489 -3.284 0.01 0.04 -0.03 -0.43
C 4.216 -1.523 -2.153 -0.07 0.01 0.04 -0.76
C 3.220 -0.541 -1.893 0.10 0.11 -0.21 0.27
O 2.491 -0.630 -0.835 -0.16 -0.02 0.15 0.22
H 0.506 2.691 -3.594 -0.01 -0.02 0.01 0.26
H 1.592 1.858 -4.743 -0.01 0.02 0.02 0.51
H 0.379 0.936 -3.856 -0.01 -0.04 -0.02 -0.06
H 4.311 -0.209 0.733 -0.05 0.03 0.01 -0.59
H 5.589 0.199 1.886 0.00 0.00 0.00 0.59
H 2.244 -1.256 1.523 0.02 -0.05 0.06 0.44
H 1.002 -2.360 3.331 0.04 -0.01 -0.01 0.46
H 1.887 -2.325 5.658 0.00 0.01 -0.01 0.39
H 4.011 -1.141 6.140 0.00 0.00 -0.01 0.32
H 5.207 0.030 4.324 0.00 0.00 0.00 0.36
H 3.731 1.266 -4.760 0.00 -0.01 0.01 0.33
H 5.448 -0.464 -5.135 0.00 0.00 0.00 0.36
H 5.747 -2.260 -3.434 0.00 0.00 0.00 0.39
H 4.326 -2.313 -1.418 0.00 0.00 0.00 0.38
C 0.812 -3.638 -1.705 0.02 -0.01 -0.01 -1.12
C -0.591 -3.289 -2.102 0.01 -0.09 -0.04 0.82
N -1.474 -4.270 -2.195 0.01 0.02 -0.02 -0.65
C -2.737 -3.975 -2.523 0.03 0.01 -0.03 -1.09
C -3.185 -2.699 -2.792 0.00 -0.01 0.03 1.17
C -4.643 -2.495 -3.100 -0.01 0.02 0.05 -1.01
O -5.400 -2.067 -1.966 -0.02 0.03 -0.10 -0.57
C -2.262 -1.636 -2.707 -0.01 -0.02 0.11 1.06
C -2.715 -0.266 -2.948 0.03 0.07 -0.04 -1.12
N -2.005 0.783 -2.815 0.02 -0.01 0.02 0.65
C -2.564 2.011 -3.203 -0.03 0.02 0.01 -0.65
C -3.012 2.209 -4.509 0.00 0.01 -0.01 -0.09
C -3.498 3.445 -4.913 0.02 -0.02 0.01 -0.69
C -3.545 4.497 -4.011 0.00 0.00 0.00 -0.59
C -3.106 4.308 -2.706 0.01 0.03 -0.02 -0.46
C -2.610 3.079 -2.302 0.09 -0.11 0.01 -0.10
I -2.040 2.766 -0.321 -0.23 0.16 0.09 0.34
C -0.933 -1.930 -2.351 -0.10 0.15 0.05 -0.25
O -0.004 -1.007 -2.265 0.08 0.11 0.00 -0.66
H 1.082 -4.600 -2.140 -0.01 -0.01 0.01 0.54
H 0.875 -3.719 -0.617 0.00 0.03 0.01 -0.03
H 1.518 -2.866 -2.008 -0.03 -0.02 -0.01 0.08
H -3.429 -4.811 -2.573 0.01 0.01 0.01 0.28
H -5.080 -3.444 -3.413 0.00 -0.02 0.03 0.43
H -4.781 -1.789 -3.925 0.00 -0.01 -0.03 0.29
H -4.848 -1.472 -1.448 0.04 -0.01 0.05 0.45
H -3.758 -0.156 -3.265 0.00 -0.01 -0.05 0.40
H -2.943 1.386 -5.211 0.00 0.00 0.00 0.46
H -3.829 3.584 -5.935 0.00 -0.01 0.01 0.36
H -3.918 5.466 -4.318 0.00 0.00 0.00 0.36
H -3.146 5.121 -1.993 0.00 0.00 0.00 0.45
O -1.560 6.311 5.480 -0.01 0.00 0.00 -0.69
S -1.065 5.763 4.237 0.01 -0.05 0.03 1.20
O -0.637 6.720 3.247 0.02 0.01 -0.02 -0.67
N -2.113 4.686 3.610 0.01 -0.01 0.03 -0.62
C -1.637 3.456 3.636 0.00 0.03 0.01 -0.01
S -2.423 2.074 3.083 0.04 -0.01 -0.07 -0.26
C -0.250 3.358 4.217 0.04 0.05 0.02 0.48
C 0.541 2.234 4.386 -0.05 0.00 0.04 -0.77
C 1.817 2.396 4.907 0.01 0.01 0.00 0.11
C 2.291 3.658 5.260 0.02 -0.01 -0.01 -0.61
C 1.494 4.785 5.104 -0.01 0.02 0.00 -0.67
C 0.230 4.600 4.580 -0.06 0.01 -0.02 0.03
H 0.162 1.265 4.088 0.01 0.01 0.04 0.63
H 2.462 1.533 5.012 0.02 -0.04 0.01 0.28
H 3.299 3.761 5.646 -0.01 0.00 0.00 0.39
H 1.851 5.773 5.370 -0.01 0.00 0.00 0.39
O -0.071 -1.868 0.969 -0.01 0.02 -0.29 -0.53
C -1.302 -1.723 0.789 -0.15 0.03 0.27 0.61
O -1.808 -0.710 0.225 0.18 0.00 -0.18 -0.85
C -2.244 -2.808 1.239 0.05 0.01 -0.06 0.29
C -3.617 -2.630 1.128 0.00 0.01 0.00 0.00
C -4.484 -3.651 1.484 -0.01 0.00 0.01 -0.76
C -3.978 -4.856 1.954 0.01 0.00 0.00 -0.38
C -2.605 -5.035 2.073 0.00 0.02 0.00 -0.79
C -1.740 -4.011 1.717 0.00 -0.01 -0.02 -0.21
H -3.983 -1.678 0.768 -0.01 0.00 0.01 0.56
H -5.553 -3.510 1.387 0.01 0.00 0.00 0.39
H -4.655 -5.657 2.226 0.01 0.00 0.00 0.37
H -2.210 -5.976 2.435 0.00 0.00 0.00 0.39
H -0.667 -4.129 1.787 0.00 -0.01 0.00 0.32
```
Positions in Å, forces in eV/Å.

Properties
- HOMO level: -2.9247 eV
- F_max: 0.010 Eh/bohr
- 2S+1: 1
- Calculated total energy: -124117.1409 eV
- Charge: -2



No. 2
Here is a molecular structure, C44H36Cl2MoNO4P2S5 in a non-equilibrium geometry from the OMol25 dataset. Energies are from wB97M-V/def2-TZVPD.

```
95
Properties=species:S:1:pos:R:3:forces:R:3:mulliken_charge:R:1
Mo -0.759 0.837 0.124 -1.65 1.15 -0.67 1.35
Cl -3.084 3.008 1.736 0.05 -0.04 -0.06 -0.13
C -2.053 3.878 2.808 0.00 0.04 0.06 0.78
C -2.668 4.724 3.718 -0.05 0.00 -0.02 -0.74
C -1.916 5.449 4.623 -0.05 0.04 0.05 -0.35
C -0.541 5.319 4.605 0.16 -0.05 -0.05 -0.82
C 0.060 4.469 3.690 0.02 0.01 0.05 0.61
Cl 1.811 4.368 3.774 -0.20 -0.05 -0.07 -0.23
C -0.658 3.704 2.745 0.09 0.01 -0.01 -1.10
S 0.226 2.648 1.665 0.03 0.06 0.01 0.15
H -3.747 4.805 3.701 0.03 -0.03 0.00 0.40
H -2.398 6.106 5.337 0.02 -0.01 -0.03 0.35
H 0.082 5.871 5.297 0.00 -0.03 -0.02 0.39
O -3.084 -0.830 3.145 -0.17 -0.03 0.28 -0.72
C -2.449 -0.970 2.121 0.55 0.24 -0.55 -0.54
O -1.636 -0.061 1.673 -0.22 -0.51 0.58 0.65
C -2.533 -2.290 1.369 -0.10 0.13 -0.11 0.58
C -3.161 -3.309 2.083 0.01 -0.03 -0.02 -0.85
C -3.312 -4.577 1.557 0.02 -0.07 -0.04 -0.70
C -2.811 -4.851 0.293 -0.03 0.00 0.03 -0.97
C -2.181 -3.850 -0.424 0.07 0.06 0.01 -0.70
C -2.052 -2.550 0.076 -0.02 0.12 0.02 0.69
P -1.190 -1.321 -1.011 0.21 -0.75 0.02 2.26
C 0.326 -2.324 -1.344 -0.05 0.03 0.01 0.42
C 1.354 -2.310 -0.395 -0.02 -0.10 -0.02 -0.26
C 2.489 -3.088 -0.591 -0.07 0.02 -0.02 -0.32
C 2.611 -3.885 -1.723 -0.04 0.02 0.01 -0.79
C 1.593 -3.903 -2.668 0.03 0.04 0.04 -0.81
C 0.459 -3.123 -2.477 0.02 0.08 -0.11 -0.18
C -2.054 -1.291 -2.627 -0.25 0.14 0.11 0.97
C -1.748 -0.211 -3.454 0.06 -0.06 -0.08 -0.57
C -2.403 -0.031 -4.666 0.02 -0.04 0.01 -1.29
C -3.398 -0.915 -5.055 -0.02 -0.04 0.03 -0.78
C -3.734 -1.977 -4.223 0.06 0.01 -0.01 -0.85
C -3.072 -2.163 -3.018 0.04 0.03 -0.04 -1.12
H -3.531 -3.065 3.069 0.00 0.01 -0.02 0.53
H -3.809 -5.350 2.131 0.02 0.02 -0.01 0.40
H -2.907 -5.841 -0.136 0.02 -0.01 0.00 0.43
H -1.764 -4.091 -1.393 0.00 0.01 -0.01 0.55
H 1.276 -1.705 0.504 -0.05 0.05 0.00 0.29
H 3.283 -3.060 0.147 -0.03 0.00 -0.03 0.50
H 3.497 -4.491 -1.870 -0.01 0.03 0.00 0.38
H 1.683 -4.518 -3.555 -0.01 0.02 0.02 0.43
H -0.323 -3.121 -3.230 0.03 -0.02 0.03 0.43
H -1.022 0.525 -3.136 0.06 0.04 0.03 0.59
H -2.156 0.826 -5.281 -0.01 -0.01 0.02 0.54
H -3.935 -0.757 -5.983 0.03 -0.02 0.03 0.37
H -4.531 -2.656 -4.504 0.03 0.04 0.02 0.41
H -3.385 -2.970 -2.372 -0.01 -0.01 0.03 0.45
O -5.399 3.360 -4.670 0.18 -0.11 0.22 -0.65
C -4.670 2.958 -3.792 -0.19 0.11 -0.25 0.62
S -3.052 3.612 -3.486 -0.04 -0.06 -0.05 -0.15
C -2.659 2.556 -2.144 0.33 0.18 -0.10 -0.15
C -3.590 1.676 -1.763 -0.30 -0.24 0.10 0.46
S -3.400 0.598 -0.430 0.49 0.07 0.20 -0.55
S -5.085 1.654 -2.677 -0.04 0.04 -0.03 -0.14
S -1.077 2.704 -1.444 0.07 -0.13 0.04 -0.36
C 2.290 0.334 4.678 0.26 0.08 0.09 -1.09
P 0.812 -0.373 3.946 -0.08 0.03 -0.53 0.91
C -0.511 0.673 4.531 -0.18 0.15 0.14 -0.36
C 0.531 -1.934 4.796 0.03 -0.24 0.10 -1.48
O 0.942 -0.558 2.470 0.19 -0.19 0.14 -0.49
H 2.208 0.409 5.766 0.01 0.01 -0.10 0.49
H 2.410 1.333 4.252 0.02 -0.02 0.05 -0.01
H 3.154 -0.275 4.406 -0.02 0.03 0.04 0.36
H -0.574 0.583 5.619 -0.02 0.03 -0.04 0.54
H -1.458 0.369 4.081 0.04 0.04 0.07 -0.10
H -0.308 1.709 4.260 0.00 -0.05 0.02 -0.13
H 0.634 -1.823 5.879 -0.04 -0.03 -0.05 0.42
H 1.245 -2.675 4.432 -0.03 0.03 0.04 0.33
H -0.480 -2.272 4.562 0.02 -0.02 0.01 0.31
N 0.943 0.781 -0.571 1.04 -0.28 0.30 -0.30
C 2.109 0.784 -1.081 -0.09 0.04 0.17 -0.50
C 3.334 0.579 -0.237 -0.12 -0.01 -0.29 0.80
C 4.440 -0.066 -0.794 0.08 -0.05 0.00 -0.25
C 5.608 -0.231 -0.064 -0.07 0.00 -0.01 -0.98
C 5.689 0.263 1.233 -0.02 -0.01 -0.02 -0.52
C 4.585 0.885 1.799 -0.10 -0.01 -0.08 -0.81
C 3.407 1.034 1.076 0.00 0.04 0.13 0.40
C 2.330 1.034 -2.544 0.12 0.10 0.20 -1.05
C 3.225 2.027 -2.944 -0.01 0.08 -0.02 0.07
C 3.437 2.282 -4.290 -0.04 -0.07 0.00 -0.85
C 2.772 1.531 -5.256 0.01 0.03 0.07 -0.49
C 1.896 0.531 -4.863 0.03 0.02 0.07 -0.98
C 1.678 0.287 -3.512 -0.05 -0.11 -0.12 0.46
H 4.377 -0.453 -1.804 0.01 0.05 -0.01 0.53
H 6.455 -0.739 -0.508 0.00 0.01 0.00 0.42
H 6.611 0.166 1.795 -0.05 -0.02 0.00 0.40
H 4.636 1.266 2.811 0.01 0.01 0.00 0.49
H 2.550 1.521 1.525 -0.02 -0.01 -0.04 -0.01
H 3.743 2.611 -2.191 -0.01 -0.04 -0.02 0.52
H 4.125 3.065 -4.587 -0.03 -0.02 0.01 0.40
H 2.942 1.726 -6.308 -0.01 0.00 0.03 0.40
H 1.380 -0.070 -5.603 0.00 0.01 0.00 0.45
H 1.024 -0.516 -3.208 -0.07 -0.02 0.03 0.55
```
Positions in Å, forces in eV/Å.

Properties
- HOMO level (alpha / beta): -4.0121 / -4.2675 eV
- F_max: 0.041 Eh/bohr
- 2S+1: 3
- <S²>: 2.045
- Calculated total energy: -155554.4843 eV
- Charge: -1